The following is a quantum chemistry calculation of a structure of composition C37H34NO26S2 at a distorted geometry, from the Open Molecules 2025 dataset.

XYZ file:
```
100
Properties=species:S:1:pos:R:3
C -6.44486 -0.44080 -1.89300
H 5.00055 -2.36963 1.24141
S -0.81964 0.39696 1.14523
O 8.82730 -0.24123 5.99186
H 0.04355 -1.75854 2.71606
H 5.14088 0.66738 8.52647
O 3.43399 0.61979 6.50958
O -4.66431 1.55402 -4.47679
O -1.50828 1.28732 2.05197
C -0.99662 3.29800 -2.57355
C 6.95382 0.21813 7.41127
O 7.72770 0.23036 8.35259
C 4.74025 0.40986 6.45488
H 6.22872 -9.97153 0.73154
C -5.76215 8.17464 -4.15695
C -1.67932 3.95181 -4.86880
H -6.77104 9.83291 -5.14841
C -1.21152 2.95705 -3.85063
H 3.98437 -8.96378 4.37767
H -2.28290 6.02517 -5.17246
C -6.77729 8.75950 -5.02265
H 9.14313 -0.15378 6.91105
C -1.71920 5.66018 -3.15934
H -4.63237 -1.92900 0.14449
O -3.08585 -1.03924 -0.90696
H 3.53686 -2.96486 0.46915
O -1.02426 0.78640 -0.22542
O 1.97757 0.77617 -0.54851
C 5.73702 -9.07954 1.09306
H -1.25472 1.74586 -5.25366
C 3.18362 -1.73962 2.18320
H -4.26958 6.96667 -2.90325
H 3.60506 -1.57097 3.17710
C -1.62370 -1.19086 1.37864
C -0.13231 -4.07250 -0.06603
C -3.76102 0.27732 -2.72894
O -4.78919 6.19713 -3.21437
C -6.64806 5.89324 -4.59708
S 1.71657 -0.18382 0.49405
H -1.64030 -1.75832 0.46933
C 3.20823 -0.38612 1.45976
C -4.80348 0.75876 -3.41288
H 0.86553 -4.16179 -0.46925
H 6.08815 -6.89994 -1.09018
O 1.01240 -4.22946 1.98521
O -4.92894 8.83150 -3.56556
H -5.56963 1.75597 -4.77677
O 4.51993 0.06760 4.15679
H 3.18802 0.39856 2.20801
H 3.84858 -5.89317 2.55627
H 4.08528 -0.21809 0.84520
H -9.12826 7.66256 -6.72767
N 0.69664 0.30840 1.64223
C 5.09798 -9.14206 2.39783
C 4.00643 -2.77622 1.42987
C -7.67226 6.48081 -5.44124
O 1.38105 -1.48724 -0.06876
O 3.80682 -8.04845 4.09191
O -7.11985 0.92808 -3.68902
C -5.40234 -0.92669 -1.20656
H 7.11787 -0.30216 3.97060
H -0.67106 -4.98785 -0.31167
C 5.01606 -6.70855 0.90466
O 5.04292 -5.71125 0.21298
O -1.07187 -3.45057 2.15591
O -5.54011 -1.73373 -0.16165
H -2.73482 0.50378 -2.98968
H 4.11580 -3.67890 2.02064
H -6.64722 4.81838 -4.48356
H 2.15490 -2.04784 2.33404
H -7.46820 -0.67583 -1.63675
H 3.09920 0.52785 5.59502
O 6.26219 -7.82002 -0.80950
C 5.52738 0.45614 7.53971
O -1.93683 6.89731 -2.70281
O -8.53222 5.83489 -6.01230
C 5.29455 0.11188 5.09024
H -1.70336 6.86481 -1.75309
C -3.98748 -0.58647 -1.57743
O -8.62237 8.44311 -6.43030
O -1.04380 5.07248 -1.01228
C 6.72851 -0.10451 4.95944
C -7.67292 7.97125 -5.62754
C -1.22437 4.67016 -2.14453
O 5.10385 -10.13717 3.10023
H -0.65689 2.58246 -1.82841
C 7.51062 -0.05438 6.04350
H -2.65393 -1.03796 1.67205
H -0.62609 -3.21867 -0.51566
O -1.02873 1.71776 -4.30628
H -1.55135 -1.91402 3.39134
O -1.83896 3.58283 -6.01899
C -0.97542 -2.05069 2.48203
C -1.92811 5.32002 -4.43337
C 4.39040 -7.91818 2.90371
C -5.74527 6.67943 -3.99116
C -0.00434 -3.91379 1.42367
C -6.21803 0.43916 -3.02978
C 4.35589 -6.77942 2.20097
C 5.70088 -7.94256 0.38708
```

As for the total charge: -1. The value obtained for the total energy is -115314.780 eV. The HOMO energy is -6.10 eV.

***

The following is a quantum chemistry calculation of a structure of composition C23H23FN2O4S at a distorted geometry, from the Open Molecules 2025 dataset.

XYZ file:
```
54
Properties=species:S:1:pos:R:3
C -5.59576 0.30007 0.15826
C -0.99856 1.27021 0.45879
O -2.29708 3.37712 0.72169
H 2.20747 -3.26354 -0.34579
C -5.82166 -2.67654 -0.12278
C -2.16849 2.29933 0.19717
H 5.93236 2.20812 -0.76860
H -6.54910 2.24696 0.40515
H 4.08887 2.49867 1.07024
H 7.79918 0.98570 -1.34917
C 0.83795 0.80054 1.95238
C -4.79904 -0.68872 0.79208
C -5.41855 1.63904 0.39697
C -4.44075 2.01229 -0.72462
H 2.48138 2.66740 0.40876
N 3.31454 -1.49051 -0.09919
C -6.68363 -1.79493 -0.81483
N -3.15560 1.75731 -0.80774
C 5.66280 -1.66911 -0.93609
C 4.59783 -1.07479 -0.47284
C 6.78733 0.25968 -0.90761
H -4.90033 1.94949 -1.61840
H -1.10069 0.08667 -1.44461
C 6.84714 -0.96937 -1.27532
H -5.18074 1.89984 1.34717
H -3.95961 -0.32807 1.76316
H 3.76678 2.92755 -0.73900
H 1.39150 0.87956 2.64987
H 7.78516 -1.47811 -1.49027
H -7.17515 0.29949 -1.38647
H 0.83887 -1.07666 -1.03299
C -0.14356 1.63041 1.49260
F -5.91089 -3.84207 -0.23877
C 0.51902 -0.43269 -0.13341
C 1.26611 -0.21485 0.79355
O 3.61436 -0.71914 2.06377
S 2.55923 -1.15555 1.25247
H 3.96426 -3.85644 0.03759
H -3.01903 0.61620 -0.74006
H -4.27679 3.43495 -0.63258
C 4.58458 0.20026 -0.58014
H -4.32480 -2.57506 1.41281
H 5.59651 -2.70494 -0.83340
O 2.09373 -2.35517 1.93723
H 3.45829 -3.29606 -1.55580
O 3.41401 0.93208 -0.16653
C 3.39703 2.34496 0.23051
C 5.66971 0.98244 -0.66197
C -0.49600 0.20076 -0.48179
C -6.50215 -0.15651 -0.62231
H -0.70183 2.38338 2.39651
C -4.82473 -1.99609 0.79032
H -7.38006 -2.14326 -1.21879
C 3.34859 -3.13229 -0.52718
```

The value obtained for the total energy is -48927.184 eV. The HOMO energy is -8.80 eV.

***

The following is a quantum chemistry calculation of a structure of composition C34H39FeN5O at a distorted geometry, from the Open Molecules 2025 dataset.

XYZ file:
```
80
Properties=species:S:1:pos:R:3
H 0.04209 2.52416 -2.07998
H -1.34384 2.88127 1.53174
H -2.71027 0.69792 -2.22766
H 1.95615 -1.18157 -5.28983
H 3.94255 -0.13714 -0.49966
H -0.25206 1.91460 3.41170
C -0.51968 3.13489 0.85765
C 1.71672 0.12874 1.20743
C -3.02928 0.67342 3.91416
C 1.09277 1.59880 -0.46400
C 2.97877 -0.10645 -1.03393
C 0.41843 1.99504 0.74522
C -0.51728 -2.19710 -3.41962
H -4.86407 1.71501 4.49140
H -5.38670 2.32470 2.10578
N -3.12954 0.72470 6.34437
O -1.54336 -0.54106 5.34660
H 0.67237 3.57086 -7.14321
H 1.62489 1.86587 -2.52872
H -2.05636 -2.22612 3.96808
N -0.53009 -0.87821 -2.94233
C -2.85040 0.75365 -3.31371
H -3.05085 -5.55650 1.41017
C -1.54982 -4.18279 0.69862
H -3.89070 1.38237 6.31960
C 0.61058 1.26343 3.24363
C -0.44342 0.26133 -3.82466
H 2.98990 -1.60027 1.27560
H 3.15884 -0.50608 2.66248
C 0.72392 0.45858 -4.58870
C -1.99502 -2.73288 2.99403
H -3.58194 1.54048 -3.52860
C -4.20020 1.41728 3.67729
H 1.09785 -2.68148 0.22889
H -0.44598 -4.08270 -2.25577
C -0.25233 3.59138 -6.55580
C -0.32391 2.40424 -5.63169
C -2.68730 -3.93471 2.79773
H -3.34847 -4.26583 3.60079
H -0.27932 4.54141 -6.00170
C -2.25661 0.32667 2.79127
C -2.49261 -4.64660 1.60965
H -1.35725 -0.26434 2.93388
N -1.24957 -2.18852 2.02672
C -3.64714 1.34947 1.31078
H -2.36847 2.77356 -5.06322
H 1.68774 1.74708 -6.02840
C 2.43310 -0.93882 1.95356
H 3.14094 0.50002 -1.93306
C 0.85234 1.11228 1.79429
H 1.72968 -1.55256 2.53622
C 0.05757 -2.34489 0.09678
H -1.10061 3.60152 -7.25326
C 1.07356 2.37446 -1.72835
H 1.52974 3.36938 -1.58933
C -1.57036 1.06986 -4.01309
H -0.95073 3.37221 -0.12348
H -3.28727 -0.19918 -3.64643
H -1.28674 -4.69267 -0.21976
H 1.98140 -0.95637 -3.52930
C 1.92073 0.47215 -0.16676
C 1.92391 -0.42989 -4.48615
C -2.50099 0.23786 5.24100
C -0.44873 -3.01482 -2.36126
N -0.34922 -2.19015 -1.24638
C -1.49253 2.13796 -4.91409
C -0.93744 -2.94431 0.96679
C 0.77051 1.55218 -5.46540
H -3.89106 1.60884 0.27998
H 0.43448 0.29973 3.73602
H 1.47933 1.70507 3.75253
H 2.83591 0.17843 -4.58816
C -4.50086 1.74317 2.35584
H 2.75242 -1.13633 -1.34843
H -2.75142 0.44171 7.23207
N -2.50847 0.66664 1.52559
Fe -0.35608 -0.06742 0.21967
H -0.52537 -2.40934 -4.46969
C -0.61034 -0.87903 -1.59007
H -0.02474 4.04111 1.23425
```

As for the total charge: -1. The spin multiplicity is 6. The value obtained for the total energy is -79775.013 eV. The HOMO energy (spin up / spin down) is -0.86 / -4.18 eV.

***

The following is a quantum chemistry calculation of a cluster of 2 separate species, C4H12N2O2 in total at a distorted geometry, from the Open Molecules 2025 dataset.

XYZ file:
```
20
Properties=species:S:1:pos:R:3
N -0.09913 -1.43360 1.12596
H -2.57893 -1.33379 0.16244
H -0.47193 1.32267 1.62201
H 2.57932 0.34258 0.79574
H 0.67917 -1.20448 1.72853
C 1.02366 1.58712 -0.02080
H 3.13451 1.60627 -0.30937
C 2.34925 0.86988 -0.13032
H 0.13675 -2.10140 0.40451
H 2.34454 0.16351 -0.96235
O 0.67967 2.14819 1.05248
H -0.89685 -0.79338 -2.16778
H 0.68718 2.03906 -0.97380
H 0.01845 0.38249 -0.07018
H -2.01781 -1.96843 -1.96543
O -1.18437 0.56101 1.57685
N -1.30745 -1.42595 -1.48986
C -0.78607 -0.30888 0.63007
H -2.41156 0.23236 -0.64155
C -1.87838 -0.68523 -0.36715
```

The value obtained for the total energy is -11416.410 eV. The HOMO energy is -9.16 eV.

***

The following is a quantum chemistry calculation of an isolated molecule of C3H7N3 at a distorted geometry, from the Open Molecules 2025 dataset.

XYZ file:
```
13
Properties=species:S:1:pos:R:3
C -0.78195 0.93902 -1.10551
N -0.03919 -1.69519 0.88601
H 1.16550 0.55524 -1.71644
H -0.68578 -2.31666 1.38042
H -2.03558 1.38737 0.35804
N -1.60396 0.61431 -0.07250
C 0.49336 0.60228 -0.91868
H 1.22055 1.27144 0.98423
H 1.94380 -0.33245 0.31549
N 0.03564 -0.52944 1.29859
C 0.97882 0.22462 0.55884
H -1.23956 1.24908 -2.10503
H 0.54835 -1.96960 0.13654
```

The value obtained for the total energy is -7689.610 eV. The HOMO energy (spin up / spin down) is -8.06 / -6.90 eV.